No. 1
{"formula": "C6H11P", "method": "ωB97M-V/def2-TZVPD", "gap_ev": 9.3849, "smiles": "C=C(C)P=C(C)C", "relative_energy_kj_mol": 212.8, "lumo_ev": 0.83, "total_charge": 0, "largest_force_ha_per_bohr": 0.110, "spin_multiplicity": 1, "symbols": ["C", "C", "C", "P", "C", "C", "C", "H", "H", "H", "H", "H", "H", "H", "H", "H", "H", "H"], "xyz": [[-2.23237, -0.34588, 1.20753], [-1.14305, -1.00655, 0.82919], [-0.71476, -2.43397, 1.09489], [-0.59063, -0.77255, -1.23340], [0.46946, 0.53904, -1.26558], [1.25223, 1.03936, -2.45584], [0.79367, 1.30087, -0.01123], [-2.64764, 0.37929, 0.55776], [-2.52819, -0.51553, 2.14435], [-0.93614, -3.04799, 0.25258], [0.37261, -2.43751, 1.23511], [-1.27311, -2.73657, 1.92848], [2.22248, 0.96904, -2.22946], [0.86965, 2.03718, -2.66349], [1.04813, 0.56618, -3.48668], [-0.00913, 1.30550, 0.79787], [1.68535, 0.83608, 0.33310], [1.14314, 2.27473, -0.11386]], "nbo_charge": [-0.439, -0.109, -0.671, 0.510, -0.347, -0.644, -0.674, 0.208, 0.185, 0.228, 0.219, 0.209, 0.211, 0.222, 0.219, 0.239, 0.222, 0.212]}



No. 2
{"formula": "C32H96F3N14O16", "method": "ωB97M-V/def2-TZVPD", "gap_ev": [1.3836, 8.1502], "lumo_ev": [3.27, 3.27], "s_squared": 0.750, "total_charge": -2, "largest_force_ha_per_bohr": 0.129, "spin_multiplicity": 2, "symbols": ["C", "O", "O", "C", "F", "F", "F", "C", "C", "H", "H", "H", "H", "H", "H", "C", "O", "N", "N", "H", "H", "H", "H", "C", "O", "N", "N", "H", "H", "H", "H", "C", "O", "N", "N", "H", "H", "H", "H", "C", "O", "N", "N", "H", "H", "H", "H", "C", "C", "C", "O", "C", "N", "H", "H", "H", "H", "H", "H", "H", "H", "H", "H", "H", "C", "C", "C", "O", "C", "N", "H", "H", "H", "H", "H", "H", "H", "H", "H", "H", "H", "C", "C", "C", "O", "C", "N", "H", "H", "H", "H", "H", "H", "H", "H", "H", "H", "H", "C", "C", "C", "O", "C", "N", "H", "H", "H", "H", "H", "H", "H", "H", "H", "H", "H", "C", "C", "C", "O", "C", "N", "H", "H", "H", "H", "H", "H", "H", "H", "H", "H", "H", "C", "C", "C", "O", "C", "N", "H", "H", "H", "H", "H", "H", "H", "H", "H", "H", "H", "O", "H", "H", "O", "H", "H", "O", "H", "H", "O", "H", "H"], "xyz": [[-0.03850, 1.63227, 0.23336], [0.84629, 1.53784, -0.90487], [0.34773, 2.66386, 1.07748], [-1.48739, 1.57566, -0.21028], [-2.21969, 0.80501, 0.54380], [-2.15497, 2.74341, -0.22815], [-1.67855, 0.98682, -1.41630], [2.23008, 1.06061, -0.72486], [2.33917, -0.46869, -0.99384], [1.99862, -1.17410, -0.23587], [1.79895, -0.70330, -1.91102], [3.36850, -0.75167, -1.21409], [2.68096, 1.31165, 0.23524], [2.93430, 1.44726, -1.46153], [0.12497, 0.64352, 0.66201], [4.88816, -4.44892, -0.36808], [4.80783, -5.53018, -0.98807], [4.55455, -3.18585, -0.76256], [5.18808, -4.41618, 0.87575], [4.63223, -2.37768, -0.16179], [4.56768, -3.06693, -1.76545], [5.01975, -3.50271, 1.27242], [5.55638, -5.22102, 1.36225], [6.35865, 1.33718, 2.73292], [5.71336, 1.39554, 3.77720], [7.65698, 1.19537, 2.63726], [5.90966, 1.53771, 1.57629], [7.96386, 0.97885, 1.69969], [8.10490, 0.85651, 3.47669], [4.93150, 1.78526, 1.62124], [6.61364, 2.01798, 1.03421], [-1.04256, 5.29099, 3.39586], [-1.75106, 6.03313, 4.04026], [0.14298, 5.57194, 2.94592], [-1.35582, 4.06902, 3.01572], [0.75310, 6.25472, 3.37213], [0.66779, 4.81543, 2.53074], [-0.68365, 3.60622, 2.42065], [-2.35093, 3.92816, 3.11583], [0.41690, -1.29059, -4.72775], [-0.30060, -0.57341, -5.42331], [1.57870, -1.60544, -5.13562], [0.06821, -1.57145, -3.51325], [2.01283, -1.48448, -6.03949], [1.91998, -2.31272, -4.50049], [0.60307, -2.08992, -2.83118], [-0.69235, -1.01310, -3.15285], [-4.69732, 0.90980, 3.04084], [-5.33104, 2.24371, 2.73576], [-5.26044, 2.73949, 1.30200], [-5.98174, 1.86319, 0.42164], [-5.68795, 2.03284, -0.95977], [-6.75683, 2.20943, 3.04974], [-4.69915, 0.60872, 4.08844], [-3.63466, 0.76077, 2.84939], [-5.12404, 0.04542, 2.53206], [-4.90157, 2.98978, 3.40436], [-4.24938, 2.83982, 0.90730], [-5.78287, 3.68043, 1.12938], [-6.43735, 1.42517, -1.46697], [-4.66710, 1.67768, -1.10056], [-5.69672, 3.10046, -1.17932], [-7.15893, 3.11944, 2.87562], [-7.17771, 1.68644, 2.29512], [10.01694, 0.34456, -3.96104], [8.79610, 1.07609, -4.55248], [7.63757, 1.25443, -3.44775], [6.89389, 0.02742, -3.13009], [5.84944, 0.17390, -2.16516], [9.22404, 2.33540, -5.19204], [10.46650, 1.01763, -3.23099], [10.74318, 0.06436, -4.72404], [9.95085, -0.65242, -3.52543], [8.26684, 0.54247, -5.34193], [6.78565, 1.82382, -3.81940], [7.97931, 1.72659, -2.52668], [5.77980, -0.80648, -1.69387], [4.84089, 0.31483, -2.55381], [6.02654, 0.96130, -1.43254], [9.74025, 2.26813, -6.05755], [9.80353, 2.86881, -4.55977], [1.71032, -1.64218, 4.36446], [1.64712, -0.45212, 3.48436], [1.20217, 0.84628, 4.13750], [1.93718, 1.09239, 5.37642], [1.90051, 2.40111, 5.82511], [2.93715, -0.31935, 2.88436], [2.42203, -1.59448, 5.18866], [1.89315, -2.54380, 3.77987], [0.79771, -1.78947, 4.94200], [1.08209, -0.55272, 2.55769], [0.14600, 0.69194, 4.35840], [1.38868, 1.70473, 3.49224], [2.37370, 2.24143, 6.79397], [0.86082, 2.68910, 5.98063], [2.46368, 3.13303, 5.24612], [2.74729, 0.19596, 2.03671], [3.49836, 0.31125, 3.43887], [-5.44136, 1.43033, -4.36872], [-4.25535, 0.47237, -4.19064], [-4.51798, -0.99675, -4.55736], [-3.43643, -1.89761, -4.23079], [-3.30190, -2.13431, -2.79101], [-3.09545, 0.92810, -4.92654], [-5.96970, 1.33748, -5.31758], [-5.07173, 2.44055, -4.19282], [-6.11681, 1.18912, -3.54794], [-3.92451, 0.44302, -3.15248], [-4.75207, -1.20099, -5.60215], [-5.41501, -1.37280, -4.06542], [-4.21248, -2.53887, -2.34912], [-3.16707, -1.31917, -2.08005], [-2.60786, -2.94710, -2.57703], [-2.33802, 0.26309, -4.86204], [-3.37615, 1.02107, -5.89229], [-4.64778, -1.99209, 0.61156], [-5.96347, -2.09370, -0.03783], [-6.44882, -3.57410, 0.11310], [-5.66263, -4.44840, -0.69585], [-6.36085, -5.54316, -1.02943], [-6.84810, -1.12793, 0.61719], [-4.77427, -2.34488, 1.63510], [-4.20568, -0.99950, 0.69761], [-3.94393, -2.73787, 0.24210], [-5.92958, -1.89565, -1.10915], [-7.51377, -3.62060, -0.11450], [-6.37019, -3.96472, 1.12766], [-7.31611, -5.25240, -1.46651], [-6.54771, -6.27566, -0.24418], [-5.86030, -6.01456, -1.87520], [-6.97633, -1.36448, 1.59069], [-6.21057, -0.34470, 0.63166], [-1.82989, -5.05201, 2.71447], [-0.81575, -3.91137, 2.80103], [-0.36530, -3.35951, 1.45498], [0.13449, -4.35159, 0.58091], [1.47069, -4.21637, 0.23250], [-1.50525, -2.92396, 3.64310], [-1.25529, -5.89342, 2.32721], [-2.62612, -4.80871, 2.01096], [-2.10790, -5.37313, 3.71830], [0.05538, -4.28799, 3.33712], [0.37659, -2.58361, 1.64386], [-1.26426, -2.88974, 1.05586], [1.65541, -3.35122, -0.40429], [1.87885, -5.08156, -0.28994], [2.01437, -3.88663, 1.11781], [-1.48003, -1.99484, 3.24789], [-2.45972, -3.25422, 3.63861], [1.55388, 5.38840, 0.09528], [1.15911, 4.51845, 0.15511], [1.30596, 5.70522, -0.77328], [-2.09916, 3.10985, -3.10900], [-2.22432, 2.51731, -3.85026], [-2.21501, 2.55610, -2.33689], [3.18413, 3.37777, 1.77168], [2.25967, 3.13079, 1.79651], [3.19853, 4.20571, 1.29153], [-1.93145, 5.37588, 0.19397], [-1.33679, 5.35182, 0.94366], [-2.25913, 4.47966, 0.11872]], "lowdin_spin": [0.000, 0.002, 0.000, 0.000, 0.000, 0.000, 0.000, 0.004, 0.006, 0.001, 0.001, 0.003, 0.001, 0.003, 0.000, 0.053, 0.011, 0.016, 0.023, 0.014, 0.015, 0.021, 0.008, 0.062, 0.012, 0.058, 0.026, 0.095, 0.013, 0.002, 0.052, 0.000, 0.000, 0.000, 0.000, 0.000, 0.000, 0.000, 0.000, 0.008, 0.004, 0.010, 0.002, 0.007, 0.013, 0.003, 0.000, 0.000, 0.000, 0.000, 0.000, 0.000, 0.000, 0.000, 0.000, 0.000, 0.000, 0.000, 0.000, 0.000, 0.000, 0.000, 0.000, 0.000, 0.072, 0.017, 0.069, 0.026, 0.060, 0.008, 0.022, 0.008, 0.016, 0.002, 0.008, 0.043, 0.015, 0.005, 0.014, 0.004, 0.009, 0.003, 0.001, 0.001, 0.001, 0.001, 0.004, 0.001, 0.001, 0.000, 0.000, 0.000, 0.000, 0.000, 0.000, 0.001, 0.001, 0.001, 0.000, 0.000, 0.000, 0.001, 0.000, 0.000, 0.000, 0.000, 0.000, 0.000, 0.000, 0.000, 0.000, 0.000, 0.000, 0.000, 0.000, 0.000, 0.000, 0.000, 0.000, 0.000, 0.000, 0.000, 0.000, 0.000, 0.000, 0.000, 0.000, 0.000, 0.000, 0.000, 0.000, 0.000, 0.000, 0.001, 0.001, 0.003, 0.006, 0.000, 0.000, 0.000, 0.000, 0.000, 0.000, 0.000, 0.001, 0.002, 0.002, 0.000, 0.000, 0.004, 0.000, 0.000, 0.000, 0.000, 0.000, 0.012, 0.001, 0.001, 0.000, 0.000, 0.000]}



Number 1: total energy -15685.63784 eV. Number 2: total energy -96511.07897 eV.